1.
Here is 12 unconnected molecules or ions with the total composition C25H74N4O19 from the Open Molecules 2025 dataset. Energies are from wB97M-V/def2-TZVPD.

The electronic energy comes out at -2645.435349 a.u. Its SMILES is NC(N)=O.NC(N)=O.CC(C)O.CC(C)O.CC(C)O.OCCO.OCCO.OCCO.OCCO.OCCO.OCCO.OCCO. Its energy relative to the best compared isomer or geometry (same formula, charge and spin) is 0.000 eV.

Element x y z (Å)
C -4.61 4.69 1.46
C -3.79 4.06 2.55
C -2.43 3.72 2.14
O -3.69 5.01 3.73
H -5.07 3.92 0.77
H -4.09 5.45 0.90
H -5.53 5.03 2.01
H -4.32 3.21 3.00
H -2.30 2.86 1.46
H -1.84 3.53 3.04
H -1.93 4.61 1.74
H -4.38 5.68 3.60
C -2.70 -0.63 3.20
C -3.13 -1.41 1.99
C -3.71 -0.50 0.92
O -1.99 -2.08 1.51
H -3.52 -0.09 3.67
H -1.90 0.04 2.89
H -2.23 -1.23 3.99
H -3.85 -2.23 2.33
H -2.99 0.35 0.65
H -4.63 -0.01 1.28
H -3.98 -1.10 -0.01
H -2.23 -2.40 0.63
C 1.05 0.74 -1.47
C 0.60 0.29 -0.15
C -0.24 1.31 0.63
O -0.21 -0.88 -0.40
H 1.71 1.61 -1.45
H 0.17 0.96 -2.12
H 1.53 -0.05 -2.07
H 1.42 -0.05 0.46
H -0.55 0.94 1.60
H -1.07 1.62 -0.01
H 0.34 2.27 0.74
H -0.50 -1.19 0.44
C 0.21 -3.19 4.25
C 1.27 -4.27 3.93
O 1.48 -4.33 2.48
O 0.68 -1.88 3.99
H -0.08 -3.28 5.31
H -0.66 -3.45 3.62
H 0.87 -5.25 4.16
H 2.22 -4.13 4.51
H 1.80 -3.50 2.22
H 0.73 -1.49 4.90
C 5.45 -0.91 -1.56
C 4.80 -0.23 -0.34
O 4.13 0.98 -0.83
O 6.10 0.15 -2.34
H 4.68 -1.28 -2.24
H 6.13 -1.73 -1.35
H 5.61 0.13 0.25
H 4.01 -0.70 0.23
H 4.73 1.49 -1.39
H 6.17 -0.20 -3.21
C 3.35 2.66 1.54
C 3.22 1.44 2.42
O 3.61 1.68 3.74
O 2.56 3.71 2.08
H 3.26 2.45 0.45
H 4.38 2.99 1.71
H 3.67 0.52 2.05
H 2.17 1.15 2.47
H 3.37 2.62 3.87
H 1.65 3.38 2.13
C -2.12 -3.42 -1.96
C -1.49 -3.81 -3.28
O -0.30 -3.04 -3.43
O -2.34 -2.04 -1.95
H -1.37 -3.63 -1.18
H -3.08 -3.92 -1.83
H -2.14 -3.64 -4.12
H -1.11 -4.86 -3.30
H -0.50 -2.12 -3.71
H -1.49 -1.62 -1.74
C 4.05 -1.96 3.12
C 4.95 -3.17 2.79
O 5.78 -3.03 1.58
O 2.93 -1.83 2.24
H 4.63 -0.99 3.17
H 3.63 -1.95 4.14
H 4.43 -4.13 2.83
H 5.79 -3.16 3.43
H 5.44 -3.72 1.01
H 2.21 -1.63 2.86
C -1.74 -0.06 -5.19
C -3.03 -0.96 -5.19
O -3.81 -1.04 -4.02
O -0.89 -0.51 -4.11
H -1.98 0.98 -5.17
H -1.16 -0.29 -6.13
H -2.83 -2.02 -5.46
H -3.72 -0.59 -5.99
H -3.32 -1.37 -3.22
H -1.17 0.04 -3.37
C -3.49 1.39 -2.35
C -4.04 2.68 -1.80
O -4.13 3.87 -2.61
O -2.11 1.18 -2.45
H -3.97 1.21 -3.32
H -3.82 0.56 -1.67
H -3.63 3.01 -0.85
H -5.05 2.38 -1.53
H -3.27 4.24 -2.74
H -1.82 2.06 -2.78
C -0.75 4.50 -2.20
O -1.33 3.93 -3.08
N 0.07 3.85 -1.26
N -0.91 5.94 -2.00
H 0.55 4.50 -0.66
H 0.30 2.89 -1.21
H -1.61 6.41 -2.55
H -0.72 6.30 -1.06
C 2.95 -3.92 -1.11
O 3.83 -4.06 -0.28
N 2.12 -2.85 -1.13
N 2.75 -4.83 -2.11
H 2.03 -2.40 -0.25
H 1.25 -2.79 -1.67
H 2.09 -4.64 -2.85
H 3.46 -5.52 -2.02

Atom charges from the Löwdin analysis, given in e for atoms 1 to 99: -0.0615 -0.4728 -0.0789 -0.0814 0.0908 0.0820 0.0934 0.1383 0.0589 0.0852 0.0882 0.0670 -0.0516 -0.5018 -0.0490 -0.0601 0.0913 0.0624 0.0687 0.1563 0.0871 0.0855 0.0928 0.0741 -0.0547 -0.4336 -0.0415 -0.0505 0.0740 0.0758 0.1022 0.1158 0.0634 0.0639 0.0679 0.0467 -0.2402 -0.1909 -0.0630 -0.0865 0.1253 0.1169 0.1111 0.1204 -0.0003 0.1265 -0.1817 -0.1672 -0.1310 -0.0818 0.1108 0.1175 0.1096 0.0945 0.0864 0.0674 -0.2323 -0.2736 -0.0548 -0.0781 0.1000 0.1320 0.0755 0.1066 0.0917 0.0750 -0.2159 -0.2113 -0.1020 -0.1061 0.1293 0.1295 0.0987 0.1297 0.0443 0.0644 -0.2096 -0.1757 -0.0930 -0.1230 0.1228 0.1190 0.1207 0.0935 0.0332 0.0483 -0.1589 -0.2350 -0.1038 -0.1101 0.1034 0.1332 0.1036 0.1258 0.0519 0.0209 -0.2255 -0.2231 -0.0528


2.
Here is C7H8S in the gas phase from the Open Molecules 2025 dataset. Energies are from wB97M-V/def2-TZVPD.

The electronic energy comes out at -669.425513 a.u. Its energy relative to the best compared isomer or geometry (same formula, charge and spin) is 7.317 eV.

Element x y z (Å)
C 0.27 2.08 -0.10
C 1.66 1.77 -0.20
C -0.80 1.39 0.02
C 1.13 -0.91 -0.35
C -2.68 -0.03 -0.33
C -1.81 0.62 0.44
C 1.19 -2.33 0.12
S 2.26 0.19 -0.01
H 0.03 3.24 -0.06
H 2.43 2.49 -0.40
H -3.50 -0.67 0.02
H -2.33 -0.32 -1.32
H -1.80 0.53 1.54
H 1.36 -2.86 -0.81
H 2.27 -2.52 0.73
H 0.32 -2.68 0.71

And the Löwdin charges, in e, turn out to be: -0.2258 -0.4192 -0.0369 -0.4809 0.0026 -0.2408 -0.2334 0.9487 0.1534 0.0433 0.0609 0.0662 0.1298 0.0514 0.1095 0.0713


3.
Here is 9 unconnected molecules or ions with the total composition C23H65BF4N13O11 from the Open Molecules 2025 dataset. Energies are from wB97M-V/def2-TZVPD.

The electronic energy comes out at -2879.352320 a.u. Its charge is -1.

Element x y z (Å)
B -0.01 0.68 0.89
F -0.27 0.75 -0.47
F 0.74 1.84 1.23
F -1.24 0.70 1.59
F 0.70 -0.40 1.13
C -9.35 -6.30 -6.07
O -8.98 -4.95 -5.73
C -7.64 -4.83 -5.32
C -7.20 -3.47 -4.67
N -7.00 -2.34 -5.64
C -6.78 -1.16 -4.83
C -6.46 0.00 -5.67
O -5.19 0.00 -6.39
C -4.16 0.52 -5.57
H -9.33 -6.41 -7.16
H -10.40 -6.35 -5.79
H -8.79 -7.08 -5.56
H -7.06 -5.05 -6.22
H -7.38 -5.56 -4.56
H -6.37 -3.81 -4.05
H -7.99 -3.12 -4.02
H -7.89 -2.20 -6.10
H -5.96 -1.43 -4.17
H -7.58 -0.85 -4.16
H -6.62 0.97 -5.20
H -7.24 0.02 -6.42
H -3.89 -0.21 -4.81
H -4.42 1.42 -5.02
H -3.23 0.70 -6.10
C 1.86 -6.73 2.49
O 2.75 -7.36 1.53
C 2.99 -6.53 0.40
C 4.41 -6.16 -0.03
N 5.11 -5.66 1.16
C 4.82 -4.20 1.43
C 5.74 -3.89 2.66
O 5.12 -4.37 3.83
C 5.90 -4.10 4.99
H 1.70 -7.53 3.22
H 0.89 -6.43 2.11
H 2.36 -5.84 2.88
H 2.54 -5.54 0.40
H 2.46 -6.98 -0.44
H 4.33 -5.38 -0.79
H 4.87 -7.00 -0.55
H 4.67 -6.17 1.90
H 3.78 -3.91 1.56
H 5.10 -3.61 0.56
H 6.02 -2.84 2.72
H 6.68 -4.42 2.56
H 5.43 -4.63 5.81
H 5.83 -3.04 5.23
H 6.91 -4.50 4.92
C 1.23 7.93 3.38
O 0.41 6.87 2.90
C -0.58 7.18 1.95
C -0.12 7.11 0.47
N -0.29 5.85 -0.18
C -1.43 5.81 -1.09
C -2.73 5.25 -0.40
O -3.83 5.33 -1.31
C -5.05 4.89 -0.76
H 2.11 8.06 2.75
H 1.52 7.67 4.40
H 0.80 8.93 3.34
H -0.98 8.14 2.27
H -1.30 6.38 2.09
H 0.92 7.42 0.33
H -0.59 7.88 -0.15
H -0.19 5.05 0.41
H -1.21 5.25 -1.99
H -1.61 6.83 -1.40
H -2.94 5.90 0.45
H -2.57 4.20 -0.13
H -5.85 4.92 -1.49
H -5.39 5.41 0.14
H -5.00 3.82 -0.55
C 4.69 2.63 5.03
O 5.34 2.58 4.04
N 5.11 3.17 6.12
N 3.48 2.12 5.16
H 4.43 3.30 6.85
H 6.08 3.33 6.35
H 3.08 2.08 6.08
H 3.00 1.97 4.28
C 6.27 6.15 -0.06
O 6.22 7.00 -0.90
N 7.21 6.04 0.87
N 5.27 5.36 0.13
H 7.86 6.80 0.95
H 7.16 5.31 1.58
H 4.51 5.41 -0.52
H 5.16 4.78 0.95
C -1.97 -4.04 -1.49
O -2.59 -5.08 -1.55
N -2.09 -3.12 -0.55
N -1.16 -3.71 -2.40
H -2.73 -3.33 0.21
H -1.48 -2.31 -0.59
H -0.65 -2.84 -2.42
H -0.99 -4.46 -3.06
C 0.01 -2.18 5.97
O 0.07 -2.60 7.17
N 0.99 -2.26 5.17
N -1.04 -1.61 5.52
H 1.85 -2.71 5.47
H 0.87 -1.83 4.26
H -1.70 -1.46 6.27
H -0.98 -1.05 4.68
C 3.97 1.25 -2.81
O 5.00 1.44 -3.40
N 2.75 1.26 -3.40
N 3.97 0.80 -1.59
H 1.94 1.16 -2.81
H 2.62 1.44 -4.38
H 3.04 0.82 -1.18
H 4.84 1.01 -1.12

Atom charges from the Löwdin analysis, given in e for atoms 1 to 99: -1.3864 0.0899 0.0581 0.0666 0.1718 -0.0937 -0.2004 -0.2389 -0.1678 -0.0385 -0.2732 -0.2240 -0.1682 -0.1297 0.0811 0.0811 0.0850 0.1213 0.1086 0.1177 0.1091 0.1061 0.1215 0.1219 0.1175 0.1181 0.0788 0.0821 0.0844 -0.0733 -0.1846 -0.2530 -0.2077 -0.0493 -0.1598 -0.2372 -0.2026 -0.1048 0.0872 0.0853 0.0781 0.1068 0.1161 0.1133 0.1033 0.0813 0.1072 0.1112 0.1146 0.1112 0.0831 0.0866 0.0865 -0.1082 -0.1976 -0.2003 -0.2098 -0.0705 -0.1876 -0.1823 -0.1953 -0.1407 0.0777 0.0842 0.0771 0.1099 0.1126 0.1097 0.1071 0.1199 0.1107 0.1035 0.1083 0.1267 0.0801 0.0827 0.0830 -0.8406 0.0620 0.1564 0.1690 0.1036 0.1200 0.1060 0.1240 -0.8076 0.0354 0.1529 0.1675 0.1094 0.1030 0.1256 0.1135 -0.8275 0.0138 0.1762 0.1664 0.1170 0.1072


4.
Here is C4H5NO in the gas phase from the Open Molecules 2025 dataset. Energies are from wB97M-V/def2-TZVPD.

The electronic energy comes out at -285.319505 a.u. Its SMILES is C=N/C=C\C=O. Its energy relative to the best compared isomer or geometry (same formula, charge and spin) is 2.587 eV.

Element x y z (Å)
C -1.13 0.88 0.11
C -1.77 -0.30 -0.17
C 1.88 -0.84 0.09
C 0.18 0.86 -0.03
N 0.93 -0.18 -0.46
O -1.13 -1.32 -0.32
H -1.79 1.73 0.24
H -2.88 -0.21 -0.22
H 2.15 -0.88 1.14
H 2.60 -1.42 -0.54
H 0.96 1.69 0.16

And the Löwdin charges, in e, turn out to be: -0.1033 -0.3291 -0.0113 -0.1379 0.0034 0.0281 0.1045 0.1229 0.0774 0.0872 0.1582


5.
Here is a gas-phase ion, NO5S (charge -1) from the Open Molecules 2025 dataset. Energies are from wB97M-V/def2-TZVPD.

The electronic energy comes out at -829.141396 a.u. Its SMILES is O=[N+]([O-])S(=O)(=O)[O-]. Its energy relative to the best compared isomer or geometry (same formula, charge and spin) is 0.115 eV. Its charge is -1.

Element x y z (Å)
N 1.12 -0.01 0.02
O -1.28 -1.17 -0.80
O 1.65 0.93 0.52
O 1.64 -0.91 -0.59
O -1.15 -0.13 1.45
O -1.12 1.32 -0.61
S -0.86 -0.03 0.02

And the Löwdin charges, in e, turn out to be: -0.4610 -0.3579 0.0226 0.0012 -0.3641 -0.3902 0.5494


6.
Here is a molecular structure, C12H6MnN2O4SSe from the Open Molecules 2025 dataset. Energies are from wB97M-V/def2-TZVPD.

The electronic energy comes out at -4822.069961 a.u. The spin multiplicity is 5. Its charge is -1.

Element x y z (Å)
Mn -1.04 0.42 0.26
O -3.75 -1.15 2.50
C -3.06 -0.46 1.77
O -2.44 -0.88 0.75
C -3.01 1.16 2.02
O -3.90 1.77 2.50
O -1.85 1.58 1.53
S 2.63 0.49 -2.36
C 1.59 1.57 -3.08
C 0.49 1.87 -2.34
C 0.42 1.01 -1.18
C 1.54 0.19 -1.03
C 1.69 -0.72 0.07
C 2.81 -1.53 0.41
C 2.68 -2.41 1.51
C 1.60 -2.25 2.38
C 0.57 -1.43 1.98
N 0.64 -0.60 0.92
H 1.74 1.96 -4.05
H -0.35 2.52 -2.73
H 3.65 -1.53 -0.29
H 3.42 -3.12 1.78
H 1.66 -2.69 3.35
H -0.27 -1.27 2.60
Se -2.08 0.39 -2.51
C -2.60 2.04 -3.11
N -2.77 3.08 -3.63

And the Löwdin charges, in e, turn out to be: 0.8433 0.0378 -0.5954 -0.1372 -0.5350 0.1045 -0.1819 0.9902 -0.4764 -0.2719 -0.2749 -0.4981 -0.2694 0.0067 -0.0422 -0.0586 -0.0775 0.0198 0.0629 0.0746 0.1040 0.0919 0.0980 0.1148 0.6870 -0.8255 0.0087